# 1
A single F2H2N2O2S molecule at a distorted geometry, computed with wB97M-V/def2-TZVPD.

energy above the lowest of the compared OMol25 structures with the same formula, charge and spin	13.4	kcal/mol
largest force on an atom	6.96	eV/Å
orbital gap	11.52	eV

Cartesian coordinates (Å):
N  1.23232  0.49858  -0.47945
N  -1.15354  -0.31080  -0.41253
O  0.74152  -1.62315  0.71542
O  0.21331  0.57285  1.83950
F  -2.22262  -1.10366  -0.04473
F  -1.68536  0.92293  -0.24584
S  0.31479  -0.29557  0.61052
H  1.32136  -0.18897  -1.24251
H  1.23821  1.52779  -0.74039

Atomic partial charges in e from the Mulliken method, atoms 1 to 6:
1 N -0.48
2 N 0.25
3 O -0.52
4 O -0.55
5 F -0.17
6 F -0.16



# 2
2 unconnected molecules or ions with the total composition CO4S2 at a distorted geometry, computed with wB97M-V/def2-TZVPD.

energy above the lowest of the compared OMol25 structures with the same formula, charge and spin	64.6	kcal/mol
largest force on an atom	5.44	eV/Å
orbital gap (alpha / beta)	7.59 / 8.02	eV

Cartesian coordinates (Å):
C  0.60053  -1.82657  -1.66299
O  1.57570  1.71960  2.26775
O  0.62439  -1.74160  -2.83403
O  -2.56190  0.64148  -0.09234
O  -0.15732  0.52650  0.87929
S  1.44805  0.99659  1.05483
S  -1.52944  -0.31599  0.38750

Atomic partial charges in e from the Mulliken method, atoms 1 to 6:
1 C 0.21
2 O -0.34
3 O -0.21
4 O -0.38
5 O -0.32
6 S 0.52